The molecule C12H7N7O4 at a distorted geometry. Source: the Open Molecules 2025 dataset; level of theory: ωB97M-V/def2-TZVPD.

Calculated values
- Frontier orbital gap: 8.17 eV
- SMILES string: O=c1nc2c3cc(-n4ccnc4)c([N+](=O)[O-])cc3[nH]c(=O)n2[nH]1
- LUMO energy: -1.3 eV
- Highest occupied orbital energy: -9.49 eV

```
30
Properties=species:S:1:pos:R:3:forces:R:3:nbo_charge:R:1
O 0.336 2.532 -4.747 -0.49 -1.48 -1.06 -0.57
O -3.769 2.418 -1.790 0.73 -1.52 0.36 -0.57
O -0.973 -2.651 2.946 1.45 1.37 0.44 -0.34
O -0.106 -0.876 3.956 -0.05 -1.58 -2.79 -0.32
N 3.577 -2.103 2.604 -0.65 -0.01 -1.97 -0.42
N 0.195 0.905 -3.151 0.12 -1.51 0.50 -0.49
C -0.340 1.762 -4.079 2.19 4.27 0.41 0.71
C -2.925 1.545 -1.629 -2.51 1.50 0.62 0.78
C 2.497 -2.332 1.864 0.85 0.46 1.12 0.16
C -0.668 0.825 -2.203 0.49 -0.96 -0.47 0.45
C 3.856 -0.771 2.367 -1.72 -0.56 0.76 -0.08
C 2.830 -0.172 1.702 2.45 -1.45 0.28 -0.10
C 0.652 -0.333 -0.456 1.24 -0.66 -1.34 -0.08
C -1.609 -0.518 1.130 0.16 0.08 -1.37 -0.23
C -0.535 0.105 -0.946 -1.68 0.73 -0.13 -0.16
C -1.688 0.008 -0.174 -1.31 0.27 0.71 0.21
C 0.750 -0.884 0.807 -0.46 0.15 -1.09 0.11
C -0.376 -0.985 1.582 -0.95 0.79 0.32 0.11
N -2.979 0.518 -0.651 3.49 -0.18 -0.60 -0.59
N 2.013 -1.180 1.253 1.36 -0.68 1.84 -0.38
N -1.620 2.149 -3.744 -1.29 -3.83 2.34 -0.42
N -1.819 1.509 -2.422 0.82 1.05 -2.20 -0.28
N -0.384 -1.556 2.942 -1.78 -0.19 1.99 0.49
H 2.041 -3.298 1.794 -0.41 -0.12 -0.23 0.21
H 4.660 -0.267 2.819 0.92 0.35 0.46 0.21
H 2.882 0.842 1.503 -0.96 1.69 -0.94 0.23
H 1.488 -0.337 -1.194 -0.37 0.18 1.12 0.26
H -2.521 -0.538 1.701 0.07 -0.26 0.48 0.24
H -3.574 0.610 0.137 -1.13 0.69 0.15 0.42
H -1.889 3.074 -3.922 -0.61 1.41 0.30 0.43
```
Positions in Å, forces in eV/Å.